*i*
C42H46N9P2Se2Ti | ωB97M-V/def2-TZVPD

## Properties
HOMO-LUMO gap (spin up / spin down) = 0.16400 / 0.15395 hartree
Highest occupied orbital energy (spin up / spin down) = -10.95 / -10.95 eV
Total charge = +2
Spin multiplicity = 2

Each line ends with the Mulliken charge.
Element x y z (Å)
1 Se 0.116 -2.691 0.896  -0.67
2 Se 6.412 -0.765 3.181  -0.36
3 Ti -0.932 0.878 -0.341  -0.22
4 P 6.194 -1.767 1.336  0.74
5 P 2.178 -3.146 1.283  1.90
6 N 2.470 -0.723 0.198  0.64
7 N -2.092 1.708 -2.011  -0.12
8 N 0.046 -0.593 -1.583  0.11
9 N 0.578 2.182 -1.256  0.18
10 N 3.312 0.216 -0.204  -0.34
11 N 4.541 -0.131 0.075  -0.98
12 N -2.439 -0.344 0.288  0.74
13 N 0.539 0.825 1.117  0.12
14 N -1.927 2.198 0.880  1.03
15 C -0.081 3.159 -2.194  -0.75
16 C 6.747 -6.308 1.641  -0.74
17 C -4.367 -1.876 1.567  -0.69
18 C 3.716 -3.793 3.482  0.93
19 C 7.593 0.133 -0.103  -0.47
20 C -1.615 3.113 -2.183  -0.74
21 C -3.695 2.355 2.474  -1.10
22 C 6.384 -3.561 1.446  -0.05
23 C 8.831 -1.678 -1.809  -0.80
24 C 3.924 -4.129 4.808  -1.00
25 C 1.491 1.283 -2.050  0.02
26 C 1.337 -3.703 3.875  -0.88
27 C -4.144 -0.557 1.942  -1.14
28 C 6.192 -5.765 0.489  -1.22
29 C 3.044 -6.873 -0.075  -0.84
30 C 2.703 -4.519 0.254  0.42
31 C 2.965 -4.287 -1.095  -0.47
32 C 9.011 -0.317 -1.993  -0.47
33 C 6.005 -4.393 0.391  0.23
34 C 8.407 0.586 -1.127  -0.74
35 C 4.528 -1.339 0.684  0.07
36 C 6.958 -4.107 2.590  -0.63
37 C -2.704 -1.604 -0.099  -0.52
38 C -2.427 4.297 1.933  -1.31
39 C -3.182 0.186 1.293  0.94
40 C 2.424 -3.582 3.011  -0.28
41 C 2.842 -4.258 5.668  -0.70
42 C 1.414 2.818 -0.165  -0.81
43 C 1.552 -4.041 5.204  -0.63
44 C 8.012 -2.140 -0.786  -0.22
45 C 3.181 -1.718 0.795  -0.85
46 C 2.739 -5.811 0.766  -0.36
47 C 1.247 2.132 1.219  -1.09
48 C 3.279 -5.349 -1.927  -0.47
49 C -2.927 1.624 1.588  0.86
50 C 7.132 -5.480 2.688  -0.77
51 C 7.366 -1.235 0.055  0.83
52 C -3.648 -2.401 0.512  -0.87
53 C -1.696 3.509 1.073  -0.38
54 C 0.754 0.119 -2.682  -1.03
55 C -3.453 3.706 2.650  -0.67
56 C 3.316 -6.643 -1.415  -0.65
57 H 2.462 2.764 -0.454  0.53
58 H 9.334 -2.386 -2.455  0.42
59 H 2.021 1.861 -2.809  0.56
60 H 8.577 1.649 -1.246  0.40
61 H -3.089 1.720 -1.817  0.31
62 H 0.034 0.419 -3.447  0.29
63 H 0.254 2.934 -3.205  0.49
64 H 9.634 0.042 -2.803  0.39
65 H -2.199 5.348 2.036  0.48
66 H -0.885 3.945 0.509  0.69
67 H 0.684 2.778 1.889  0.57
68 H -0.421 -1.417 -1.948  0.41
69 H 1.260 0.070 0.845  0.01
70 H 2.533 -5.987 1.815  0.49
71 H 7.892 -3.204 -0.648  0.40
72 H 3.560 -7.473 -2.067  0.43
73 H 3.006 -4.529 6.704  0.41
74 H -1.982 1.207 -2.888  0.29
75 H 2.937 -3.275 -1.487  0.34
76 H 1.495 -0.514 -3.168  0.63
77 H 2.233 1.986 1.651  0.54
78 H -2.031 3.703 -1.374  0.33
79 H -4.061 4.292 3.327  0.46
80 H 4.932 -4.288 5.169  0.45
81 H 0.242 4.177 -1.980  0.47
82 H -3.794 -3.417 0.174  0.51
83 H 0.763 -0.986 -0.945  -0.30
84 H 0.710 -4.135 5.878  0.42
85 H -2.135 -1.993 -0.927  0.53
86 H 2.235 0.863 -1.373  -0.37
87 H -4.487 1.874 3.029  0.44
88 H 6.884 -7.380 1.719  0.45
89 H -5.104 -2.476 2.085  0.47
90 H 5.571 -3.968 -0.507  0.96
91 H 4.558 -3.696 2.818  0.23
92 H 7.256 -3.448 3.397  0.41
93 H 7.128 0.831 0.578  0.38
94 H 3.070 -7.881 0.319  0.45
95 H 0.334 -3.537 3.508  0.36
96 H 5.907 -6.407 -0.335  0.58
97 H 7.574 -5.905 3.580  0.47
98 H 0.228 0.541 2.043  0.39
99 H -4.725 -0.117 2.739  0.45
100 H 1.169 3.875 -0.079  0.62
101 H -1.971 3.551 -3.113  0.55
102 H 3.496 -5.171 -2.973  0.44

*ii*
C42H46N9P2Se2Ti | ωB97M-V/def2-TZVPD

## Properties
HOMO-LUMO gap (spin up / spin down) = 0.19428 / 0.19818 hartree
Highest occupied orbital energy (spin up / spin down) = -11.60 / -11.60 eV
Total charge = +2
Spin multiplicity = 2

Each line ends with the Mulliken charge.
Element x y z (Å)
1 Se 1.886 -2.329 -2.938  -0.34
2 Se -0.913 1.520 -7.138  -0.18
3 Ti -0.374 0.473 0.355  -0.14
4 P -1.308 2.250 -5.226  1.13
5 P 0.554 -1.509 -4.429  1.01
6 N 0.681 -0.770 2.138  0.29
7 N -2.273 0.507 1.270  1.28
8 N 0.690 1.853 2.091  -0.40
9 N -0.921 0.679 -1.729  1.02
10 N -0.953 2.537 0.109  1.09
11 N -0.362 -0.344 -2.335  -0.17
12 N -0.600 -1.726 -0.113  0.16
13 N 1.756 0.290 -0.336  0.11
14 N -1.261 1.633 -2.605  -0.68
15 C -0.418 3.800 -4.921  0.22
16 C 1.437 -0.889 -5.841  0.55
17 C -2.622 -3.189 -6.342  -0.90
18 C 2.879 0.758 -6.825  -0.70
19 C 0.368 4.019 -3.795  -0.05
20 C -3.592 3.796 -4.719  -0.38
21 C -0.843 4.716 -0.859  -0.99
22 C -0.302 3.470 -0.582  -0.63
23 C 1.026 6.175 -4.635  -0.68
24 C 2.349 -1.261 -8.031  -0.78
25 C -2.884 -0.524 1.862  -0.24
26 C 2.555 -0.701 0.450  -0.74
27 C 0.240 5.966 -5.762  -0.79
28 C -1.837 -4.779 -4.713  -0.70
29 C 2.100 0.333 -5.763  -0.14
30 C 0.357 -0.178 3.462  -0.64
31 C -3.050 2.525 -4.874  0.43
32 C -0.466 4.781 -5.914  -0.65
33 C 0.237 -2.197 2.168  -0.86
34 C 1.566 -1.692 -6.967  -0.43
35 C -0.007 -2.759 0.782  -1.02
36 C -5.259 1.569 -4.781  -0.78
37 C 0.578 1.334 3.481  -1.08
38 C -4.972 3.952 -4.603  -0.78
39 C -3.890 1.411 -4.905  -0.28
40 C -1.603 -2.316 -5.987  0.14
41 C -4.045 -0.395 2.602  -1.27
42 C 1.095 5.197 -3.655  -0.61
43 C -4.588 0.865 2.732  -0.63
44 C -0.304 -0.102 -3.621  -0.91
45 C -2.814 4.002 0.275  -1.02
46 C -0.699 -2.673 -4.984  0.10
47 C -2.741 -4.417 -5.702  -0.45
48 C -2.853 1.713 1.337  0.99
49 C -0.905 1.170 -3.809  -0.10
50 C -0.815 -3.909 -4.350  -0.54
51 C -5.802 2.844 -4.638  -0.54
52 C 2.167 -0.706 1.916  -0.94
53 C -2.186 2.813 0.546  0.69
54 C -3.987 1.936 2.078  -1.21
55 C 3.002 -0.041 -7.958  -0.53
56 C -2.126 4.976 -0.445  -1.09
57 H 2.274 1.162 -0.395  0.30
58 H -5.908 0.704 -4.815  0.45
59 H -3.532 -5.100 -5.987  0.41
60 H -4.496 -1.265 3.059  0.51
61 H -5.394 4.944 -4.497  0.44
62 H 0.356 2.810 2.073  0.32
63 H 1.444 1.607 4.078  0.43
64 H -0.673 -2.236 2.763  0.56
65 H 0.193 6.721 -6.536  0.44
66 H -0.272 5.441 -1.421  0.55
67 H 2.447 -1.880 -8.913  0.43
68 H 1.710 -0.071 -1.297  -0.10
69 H -6.875 2.969 -4.564  0.41
70 H -1.917 -5.744 -4.229  0.43
71 H -3.831 4.177 0.596  0.42
72 H -0.092 -4.191 -3.596  0.37
73 H -0.655 -3.631 0.852  0.55
74 H -3.471 0.419 -5.048  0.36
75 H 1.674 1.907 1.850  0.26
76 H 3.613 0.291 -8.788  0.42
77 H 1.593 7.091 -4.531  0.42
78 H -0.282 1.811 3.944  0.40
79 H -2.603 5.918 -0.684  0.49
80 H 0.686 3.207 -0.937  0.74
81 H -2.416 -1.488 1.739  0.52
82 H 2.559 0.177 2.421  0.50
83 H 0.419 3.256 -3.034  0.16
84 H -1.043 4.603 -6.814  0.47
85 H 3.621 -0.497 0.364  0.55
86 H 1.732 5.351 -2.789  0.56
87 H 3.387 1.713 -6.777  0.42
88 H -5.477 1.026 3.330  0.47
89 H 1.050 -2.642 -7.026  0.45
90 H 2.640 -1.558 2.408  0.48
91 H -4.401 2.930 2.154  0.46
92 H 0.916 -3.104 0.323  0.32
93 H -1.506 -1.365 -6.497  0.34
94 H 0.977 -2.800 2.698  0.44
95 H -0.689 -0.398 3.667  0.49
96 H 2.390 -1.670 -0.013  0.07
97 H 1.997 0.962 -4.886  0.28
98 H -0.138 -1.784 -1.030  0.04
99 H 0.942 -0.668 4.244  0.49
100 H -1.564 -1.954 -0.348  0.34
101 H -3.318 -2.909 -7.122  0.47
102 H -2.949 4.667 -4.692  0.40

Which of them is most stable? Easy: *ii*.

*i*
C6H13N | ωB97M-V/def2-TZVPD

## Properties
HOMO-LUMO gap (spin up / spin down) = 0.09805 / 0.28959 hartree
Highest occupied orbital energy (spin up / spin down) = 1.42 / -3.90 eV
Total charge = -1
Spin multiplicity = 2

Each line ends with the Mulliken charge.
Element x y z (Å)
1 N -1.649 0.723 0.701  -1.21
2 C 0.095 -0.921 0.170  0.95
3 C -0.909 -0.486 0.941  -1.64
4 C -1.329 -1.348 2.150  -2.26
5 C 1.610 0.285 -1.315  -0.63
6 C 0.305 -0.650 -1.275  -1.86
7 C 1.447 1.834 -1.073  -1.62
8 H 0.563 2.124 -1.640  0.46
9 H 2.309 2.414 -1.229  0.56
10 H 0.873 -1.539 0.668  0.39
11 H -1.770 1.014 -0.274  0.63
12 H -1.140 -0.889 3.166  0.48
13 H -2.430 -1.645 2.083  0.77
14 H -2.414 0.765 1.279  0.98
15 H 0.188 -1.503 -1.858  0.76
16 H 1.109 2.061 0.046  0.23
17 H 2.046 0.142 -2.265  0.59
18 H -0.704 -2.274 2.031  0.48
19 H 2.293 -0.073 -0.528  0.39
20 H -0.494 -0.034 -1.777  0.55

*ii*
C6H13N | ωB97M-V/def2-TZVPD

## Properties
HOMO-LUMO gap (spin up / spin down) = 0.10085 / 0.30909 hartree
Highest occupied orbital energy (spin up / spin down) = 1.36 / -4.42 eV
Total charge = -1
Spin multiplicity = 2

Each line ends with the Mulliken charge.
Element x y z (Å)
1 N -0.110 0.005 -1.241  -0.21
2 C 0.805 -0.503 -0.229  -1.23
3 C 0.561 -0.246 1.274  -0.79
4 C 0.637 -2.503 2.343  -0.69
5 C -1.284 1.991 -2.125  -1.56
6 C -0.098 -1.376 1.988  -1.26
7 C -0.126 1.456 -1.255  -0.44
8 H -2.127 1.313 -1.961  0.41
9 H 1.706 -2.491 2.136  0.28
10 H -0.107 0.631 1.364  0.30
11 H -1.042 -0.347 -1.063  0.55
12 H 0.830 1.832 -1.630  0.36
13 H -1.508 3.038 -1.968  0.47
14 H -1.097 1.830 -3.191  0.33
15 H -0.259 1.916 -0.276  0.26
16 H 1.498 0.048 1.776  0.33
17 H 0.233 -3.413 2.755  0.32
18 H 0.828 -1.600 -0.290  0.27
19 H 1.830 -0.211 -0.522  0.44
20 H -1.171 -1.369 2.116  0.88

Which of them is most stable? Easy: *ii*.